The following is a quantum chemistry calculation of a structure of composition C3H7CoO3, from the Open Molecules 2025 dataset.

Element x y z (Å)
O1 1.82672 -0.88818 0.00409
C1 1.44947 0.41988 -0.25299
C2 0.38509 0.92034 0.71362
O2 -0.82184 0.11772 0.72536
C3 -1.53251 -0.46828 -0.63399
Co1 0.59814 -2.12454 -0.46542
H1 1.09388 0.56680 -1.29392
H2 2.29786 1.12251 -0.13674
H3 0.06942 1.93881 0.45684
H4 0.74861 0.90385 1.74818
H5 -2.56752 -0.18676 -0.39613
H6 -1.18391 0.24012 -1.39708
O3 -1.26024 -1.72999 -0.34109
H7 -1.10316 -0.83228 1.26927

## Properties
- Charge: +2
- LUMO (alpha / beta): -10.0 / -13.7 eV
- Energy relative to the best compared isomer or geometry (same formula, charge and spin): 94.2 kcal/mol
- E_HOMO (alpha / beta): -20.999 / -21.049 eV
- Multiplicity: 5

---

The following is a quantum chemistry calculation of a structure of composition C3H7FIN2, from the Open Molecules 2025 dataset.

Element x y z (Å)
C1 -0.86484 0.01284 -0.40300
C2 1.14000 0.29554 0.96991
C3 -2.55457 0.89626 -0.83968
N1 -0.17954 0.65033 0.48318
N2 -0.58926 -1.08998 -1.03599
F1 -2.39455 2.10570 -0.32929
I1 -4.08252 -0.24474 0.11098
H1 1.66740 -0.31684 0.24163
H2 1.71095 1.20720 1.13512
H3 1.06800 -0.24382 1.91484
H4 -2.60663 0.91036 -1.92600
H5 -0.58664 1.49057 0.88653
H6 -1.22119 -1.46231 -1.72969
H7 0.23705 -1.63184 -0.81416

## Properties
- Charge: +1
- LUMO: -3.6 eV
- Energy relative to the best compared isomer or geometry (same formula, charge and spin): 17.0 kcal/mol
- E_HOMO: -13.731 eV

---

The following is a quantum chemistry calculation of a cluster of 2 separate species, C3H7FIO2S in total, from the Open Molecules 2025 dataset.

Element x y z (Å)
O1 -0.37048 2.13951 1.69665
C1 -0.14032 2.13748 0.53657
I1 1.36854 0.96913 -0.36948
C2 -1.06356 2.84927 -0.45619
S1 -2.42198 1.75212 -0.85936
F1 -3.25821 1.83144 0.45647
H1 -0.59005 3.08528 -1.41099
H2 -1.52457 3.73068 -0.00109
H3 -1.78152 0.57813 -0.60512
C3 1.94978 -3.07969 0.31841
O2 0.79751 -2.97393 -0.51655
H4 2.55458 -2.19327 0.14012
H5 1.67533 -3.10650 1.37539
H6 2.54562 -3.96086 0.07526
H7 0.25934 -3.75878 -0.38008

## Properties
- Charge: +1
- LUMO: -5.9 eV
- E_HOMO: -13.039 eV

---

The following is a quantum chemistry calculation of a structure of composition C3H7I3Si, from the Open Molecules 2025 dataset.

Element x y z (Å)
C1 0.25425 -0.47701 1.74959
C2 -0.13886 0.36765 -1.31299
C3 2.52273 -0.91437 -0.51938
Si1 1.13994 0.21295 0.04755
I1 0.70019 2.46473 4.21998
I2 4.13635 -1.16016 0.71879
I3 2.40134 -1.85184 -2.37336
H1 1.02374 -0.40898 2.39408
H2 -0.55259 0.15919 1.81952
H3 -0.04863 -1.47961 1.45634
H4 -0.50492 -0.50492 -1.85036
H5 -1.06619 0.95070 -0.91946
H6 0.16604 0.81786 -2.23334
H7 1.86572 1.49969 -0.11270

## Properties
- Charge: 0
- LUMO (alpha / beta): -0.8 / -3.4 eV
- Energy relative to the best compared isomer or geometry (same formula, charge and spin): 143.4 kcal/mol
- E_HOMO (alpha / beta): -9.594 / -7.889 eV

---

The following is a quantum chemistry calculation of a cluster of 2 separate species, C3H7IN in total, from the Open Molecules 2025 dataset.

Element x y z (Å)
C1 -1.27573 -0.34742 -0.23247
C2 -0.24327 -1.44387 -0.38819
C3 1.03890 0.86285 -0.48892
N1 0.08010 0.01301 -0.32838
I1 1.43581 1.76128 2.55859
H1 -1.81533 -0.32065 -1.16071
H2 -2.05123 -0.25183 0.55683
H3 -0.12007 -1.97751 0.51732
H4 -0.35667 -1.87225 -1.37663
H5 2.01049 0.44759 -0.65161
H6 0.93988 1.90106 -0.61022
H7 0.35712 1.22773 1.60438

## Properties
- Charge: +1
- LUMO: -5.4 eV
- Energy relative to the best compared isomer or geometry (same formula, charge and spin): 78.8 kcal/mol
- E_HOMO: -13.853 eV

---

The following is a quantum chemistry calculation of a cluster of 2 separate species, C3H7IN2 in total, from the Open Molecules 2025 dataset.

Element x y z (Å)
C1 1.75164 -1.12219 -0.31065
C2 -2.43403 0.78660 -0.13903
C3 -1.20644 0.24259 0.58950
N1 0.58068 -1.10457 -0.09955
N2 -0.58320 -0.72923 -0.21377
I1 5.42744 0.54676 -0.61222
H1 2.55141 -1.75949 -0.20027
H2 3.94163 -0.12101 -0.24803
H3 -3.36932 0.91590 0.35417
H4 -2.17040 1.59815 -0.76588
H5 -2.58498 -0.04539 -0.86052
H6 -0.42847 0.99666 0.86250
H7 -1.47597 -0.20479 1.64374

## Properties
- Charge: 0
- LUMO: 0.2 eV
- Energy relative to the best compared isomer or geometry (same formula, charge and spin): 95.1 kcal/mol
- E_HOMO: -8.569 eV

---

The following is a quantum chemistry calculation of a cluster of 2 separate species, C3H7IN2 in total, from the Open Molecules 2025 dataset.

Element x y z (Å)
C1 0.83836 -1.69207 -0.89898
C2 -1.67276 1.26868 -0.38902
C3 1.36527 -0.10096 0.69656
N1 -1.44215 2.08752 0.48665
N2 0.44178 -0.71727 -0.22980
I1 -3.15422 -0.44211 -0.08432
H1 1.67950 -2.33299 -0.91442
H2 0.14565 -1.97698 -1.60221
H3 -1.07259 1.24977 -1.23662
H4 0.81072 0.40646 1.59238
H5 2.11543 -0.80075 0.93185
H6 1.85279 0.80773 0.19124
H7 -1.90777 2.24297 1.45669

## Properties
- Charge: 0
- LUMO: 0.4 eV
- Energy relative to the best compared isomer or geometry (same formula, charge and spin): 59.4 kcal/mol
- E_HOMO: -9.155 eV
- SMILES: [H]/N=C\I.C=NC

---

The following is a quantum chemistry calculation of a cluster of 2 separate species, C3H7IN3O in total, from the Open Molecules 2025 dataset.

Element x y z (Å)
C1 -0.29770 -0.37386 0.95209
C2 -0.13064 0.72873 1.88595
C3 1.09513 1.12340 2.15188
N1 0.64185 -0.60088 0.05780
N2 1.78776 -0.02144 -0.11696
N3 -1.18269 1.28294 2.53764
O1 2.06430 1.95504 2.20883
I1 -0.31302 -2.42911 -3.81290
H1 -1.32474 -0.62501 0.81765
H2 0.13232 -1.11889 -0.67363
H3 2.27875 -0.24394 -1.06184
H4 -1.43195 -2.42033 -4.97202
H5 -1.81808 0.73747 3.16859
H6 -0.92667 2.14570 3.05529
H7 2.19554 2.58501 1.51131

## Properties
- Charge: +1
- LUMO (alpha / beta): -4.9 / -6.5 eV
- Energy relative to the best compared isomer or geometry (same formula, charge and spin): 39.0 kcal/mol
- E_HOMO (alpha / beta): -11.705 / -12.975 eV
- Multiplicity: 3

---

Number 1: maximum force 0.07895 Eh/bohr. Number 2: maximum force 0.09397 Eh/bohr. Number 3: maximum force 0.00831 Eh/bohr. Number 4: maximum force 0.10449 Eh/bohr. Number 5: maximum force 0.05359 Eh/bohr. Number 6: maximum force 0.08002 Eh/bohr. Number 7: maximum force 0.06142 Eh/bohr. Number 8: maximum force 0.09746 Eh/bohr.